# 1
# C4H6S

C4H6S in the gas phase at a distorted geometry (the ωB97M-V functional and the def2-TZVPD basis, the OMol25 dataset).

```
! wB97M-V def2-TZVPD RIJCOSX def2/J DEFGRID3
* xyz 0 1
C 1.34411 1.08633 -0.01365
C -0.16907 -1.37666 0.04573
C -1.27809 -0.41177 0.03768
C -2.19321 0.31759 -0.10812
H 1.55479 1.44708 1.05958
H 2.21020 1.37803 -0.50932
H 0.45697 1.36106 -0.40928
H -0.09279 -2.02084 0.88018
H -0.25765 -2.00433 -0.91010
H -3.07929 0.88359 0.00104
S 1.50404 -0.66006 -0.07373
*
```

Computed properties:
Orbital gap = 9.4 eV
Structure (SMILES) = C#CCSC
Lowest unoccupied orbital energy = 0.9 eV
ΔE to the lowest compared entry with this formula, charge and spin = 47.5 kcal per mole
F_max = 0.0948 Eh/bohr
Total energy = -15077.73302 eV

Per-atom Mulliken charges, elementary charge units: -0.76, -0.48, -0.77, 0.29, 0.24, 0.28, 0.32, 0.32, 0.25, 0.45, -0.12

---

# 2
# CH16F3O11SZn

CH16F3O11SZn as an isolated structure at a distorted geometry (the ωB97M-V functional and the def2-TZVPD basis, the OMol25 dataset).

```
! wB97M-V def2-TZVPD RIJCOSX def2/J DEFGRID3
* xyz 1 1
Zn 2.39197 -0.38107 -1.44003
C -1.27312 -0.80985 0.87441
F -0.36899 -1.19394 1.75729
F -1.65512 -1.85307 0.13903
F -2.34433 -0.30033 1.46640
S -0.53791 0.46626 -0.21724
O 0.84913 -0.06500 -0.37491
O -1.25552 0.47299 -1.45793
O -0.56269 1.68679 0.52579
O 2.12389 1.25369 -2.61053
H 2.78230 1.74141 -3.12456
H 1.37296 1.85182 -2.46621
O 1.76197 -2.04645 4.23581
H 1.57603 -2.92367 4.58632
H 0.90071 -1.61964 4.18333
O 2.99555 -2.09388 -0.50344
H 3.83964 -2.21970 -0.04597
H 2.79922 -2.94645 -0.92446
O -4.71200 -2.65042 1.37716
H -4.25855 -3.45620 1.64358
H -4.07098 -2.16505 0.85172
O -2.13122 -1.80641 -3.06229
H -2.49593 -1.53774 -2.21401
H -1.75296 -0.99478 -3.41260
O -2.83479 2.93987 -1.56534
H -2.75980 3.19071 -0.63918
H -2.10071 2.33176 -1.71151
O 3.55948 0.73891 -0.10689
H 4.39679 0.53440 0.32820
H 3.23914 1.55861 0.30028
O 0.48943 4.16902 1.42046
H -0.10832 4.81866 1.03895
H 0.14472 3.30879 1.14836
*
```

Computed properties:
Orbital gap = 7.5 eV
Lowest unoccupied orbital energy = -5.7 eV
ΔE to the lowest compared entry with this formula, charge and spin = 0.0 kcal per mole
F_max = 0.0265 Eh/bohr
Total energy = -91218.60427 eV

Per-atom Mulliken charges, elementary charge units: 0.56, 0.60, -0.20, -0.22, -0.19, 1.02, -0.16, -0.72, -0.80, -0.35, 0.32, 0.35, -0.64, 0.32, 0.32, -0.35, 0.32, 0.35, -0.62, 0.32, 0.30, -0.61, 0.32, 0.32, -0.62, 0.30, 0.33, -0.39, 0.31, 0.35, -0.64, 0.30, 0.51

---

# 3
# C4H10N

An isolated ion of composition C4H10N and charge +1 at a distorted geometry (the ωB97M-V functional and the def2-TZVPD basis, the OMol25 dataset).

```
! wB97M-V def2-TZVPD RIJCOSX def2/J DEFGRID3
* xyz 1 1
C 1.27511 -0.14192 0.69268
C 1.31929 0.12779 -0.77012
C -0.01523 -0.04026 0.00807
C -0.98651 -1.18266 0.13154
N -0.76334 1.17638 -0.06572
H 1.44037 -1.13267 1.04411
H 1.67266 0.69271 1.37064
H 1.37364 1.16333 -0.99852
H 1.85161 -0.48241 -1.44596
H -1.27387 -1.51268 -0.86718
H -1.97340 -0.81786 0.62573
H -0.50023 -2.01855 0.62728
H -0.21459 2.00726 0.29778
H -1.57905 0.94540 0.49909
H -0.78326 1.53657 -1.02713
*
```

Computed properties:
Orbital gap = 11.5 eV
Structure (SMILES) = CC1([NH3+])CC1
Lowest unoccupied orbital energy = -3.7 eV
ΔE to the lowest compared entry with this formula, charge and spin = 50.5 kcal per mole
F_max = 0.0727 Eh/bohr
Total energy = -5791.66674 eV

Per-atom Mulliken charges, elementary charge units: -0.68, -0.70, 0.77, -1.32, -0.26, 0.26, 0.21, 0.30, 0.31, 0.31, 0.37, 0.35, 0.37, 0.31, 0.38

---

# 4
# C7H13N

C7H13N in the gas phase at a distorted geometry (the ωB97M-V functional and the def2-TZVPD basis, the OMol25 dataset).

```
! wB97M-V def2-TZVPD RIJCOSX def2/J DEFGRID3
* xyz 0 1
C -1.29201 -0.54853 0.93879
C -0.60681 0.62368 0.60548
C 0.91483 0.94018 1.06917
C 1.55086 -0.29849 0.47739
C 1.26720 -0.74287 -0.93004
C -0.18534 -0.76085 -1.29439
C -1.44301 1.29951 -0.46641
H -0.45992 -1.19894 1.59147
H -1.82353 -1.02160 -0.15656
H -2.16235 -0.17135 1.70039
H 1.26204 2.02545 0.53629
H 0.85988 0.74592 2.24644
H 1.66500 -1.17164 1.17411
H 2.60943 0.20787 0.60108
H 1.75513 -1.62877 -1.10168
H 1.53247 0.19894 -1.73448
H -0.06527 -0.76827 -2.36083
H -1.07554 -1.51849 -0.70749
H -2.45475 0.71563 -0.78955
H -1.56946 2.36495 -0.45727
N -0.27884 0.70767 -0.94191
*
```

Computed properties:
Orbital gap = 9.8 eV
Structure (SMILES) = C[C@@]12CCCCN1C2
Lowest unoccupied orbital energy = 1.1 eV
ΔE to the lowest compared entry with this formula, charge and spin = 205.4 kcal per mole
F_max = 0.1190 Eh/bohr
Total energy = -8951.02501 eV

Per-atom Mulliken charges, elementary charge units: -0.90, 0.07, -0.35, -0.79, -0.59, -0.46, -0.33, 0.24, 0.25, 0.28, 0.29, 0.27, 0.35, 0.26, 0.49, 0.27, 0.34, 0.21, 0.17, 0.29, -0.36

---

- Number 4 is which compound?
  C7H13N

---

- lowest unoccupied orbital energy of number 1 (C4H6S)?
  0.9 eV

---

- Look up the ΔE to the lowest compared entry with this formula, charge and spin of the first one.
  47.5 kcal per mole